# 1
Here is a molecular structure, C15H14N2O6Pd in a non-equilibrium geometry from the Open Molecules 2025 dataset. Energies are from ωB97M-V/def2-TZVPD.

Output
Total charge   +2
Spin multiplicity   3
Frontier orbital gap (spin up / spin down)   8.4 / 5.8 eV
⟨S²⟩   2.04
M   424.7 g mol⁻¹
Energy above the lowest of the compared OMol25 structures with the same formula, charge and spin   6.3 kcal/mol
DFT total energy   -34507.7142 eV

Geometry (Å):
O -0.718 4.196 -4.026
C -0.449 3.714 -3.015
Pd -0.547 -1.106 -4.258
O -0.291 0.107 -7.203
C -0.454 -0.263 -6.113
C -0.500 -3.145 -4.125
O -0.394 -4.294 -4.156
C -2.468 -0.185 -4.036
O -3.597 0.036 -4.232
C 1.350 -0.409 -3.834
O 2.503 -0.172 -3.753
C 2.828 1.763 3.081
C 1.343 1.617 3.353
N 0.635 0.624 2.519
C 0.610 -0.742 3.079
C -0.363 -0.856 4.254
C 0.531 0.911 1.176
O 1.066 1.916 0.675
C -0.307 0.035 0.302
C -1.368 -0.747 0.794
C -2.132 -1.458 -0.129
C -1.804 -1.353 -1.496
N -0.783 -0.622 -1.933
C -0.092 0.149 -1.091
H 3.378 0.814 3.120
H 3.245 2.447 3.830
H 2.957 2.217 2.092
H 1.132 1.306 4.384
H 0.882 2.596 3.147
H 0.303 -1.438 2.289
H 1.641 -1.011 3.389
H -1.346 -0.437 3.992
H -0.490 -1.922 4.483
H 0.017 -0.348 5.152
H -1.607 -0.806 1.863
H -2.981 -2.096 0.123
H -2.386 -1.891 -2.242
H 0.656 0.854 -1.453

=====

# 2
Here is a single C15H14N2S molecule in a non-equilibrium geometry from the Open Molecules 2025 dataset. Energies are from ωB97M-V/def2-TZVPD.

Output
Frontier orbital gap   8.5 eV
M   254.4 g mol⁻¹
Energy above the lowest of the compared OMol25 structures with the same formula, charge and spin   0.0 kcal/mol
DFT total energy   -29595.8686 eV

Geometry (Å):
C 1.008 2.565 0.989
C 0.755 3.501 1.700
N -2.713 -1.620 -0.338
S -1.189 0.369 0.796
C -1.613 -0.932 -0.257
C 1.313 1.395 0.237
C 0.408 0.354 0.050
C -2.679 -4.686 -2.480
C -1.353 -4.635 -2.888
C -3.235 -3.693 -1.651
C -0.531 -3.584 -2.425
C -2.395 -2.652 -1.210
C -1.085 -2.610 -1.598
N -0.586 -1.487 -0.972
C 0.675 -0.858 -0.811
C -1.815 5.188 1.302
C 0.412 4.692 2.490
C -1.123 4.815 2.602
H 2.250 1.321 -0.271
H -3.343 -5.460 -2.855
H -0.956 -5.415 -3.551
H -4.270 -3.656 -1.327
H 0.501 -3.541 -2.714
H 1.078 -0.579 -1.791
H 1.384 -1.553 -0.386
H -1.721 4.387 0.580
H -1.382 6.093 0.852
H -2.883 5.372 1.504
H 0.849 4.632 3.487
H 0.806 5.583 1.999
H -1.491 3.865 2.969
H -1.357 5.579 3.343

=====

# 3
Here is a gas-phase ion, C15H14NO4S (charge +1) in a non-equilibrium geometry from the Open Molecules 2025 dataset. Energies are from ωB97M-V/def2-TZVPD.

Output
Total charge   +1
Frontier orbital gap   7.2 eV
M   304.3 g mol⁻¹
Energy above the lowest of the compared OMol25 structures with the same formula, charge and spin   3.3 kcal/mol
DFT total energy   -36286.6057 eV

Geometry (Å):
O -1.329 -2.600 -1.355
O -2.990 -1.003 1.551
O -1.786 -0.650 3.306
O 1.720 3.685 -1.475
S -1.401 0.317 -1.569
C -0.971 -2.111 -0.298
C 1.697 2.820 -2.541
C 0.693 1.768 -2.627
C -0.300 2.687 -0.647
C -0.280 1.667 -1.652
C 0.671 3.657 -0.610
C -0.315 -5.131 1.841
C -0.735 -4.705 3.115
C -0.291 -4.219 0.777
C -1.346 -3.467 3.234
C -0.893 -2.928 0.924
C -1.467 -2.556 2.149
N -2.142 -1.329 2.336
C 2.832 2.844 -3.513
C 0.565 4.731 0.401
C -0.422 -0.678 -0.334
H 0.750 1.070 -3.475
H -1.099 2.667 0.069
H 0.090 -6.120 1.723
H -0.672 -5.377 3.958
H 0.094 -4.554 -0.194
H -1.710 -3.137 4.211
H 2.492 2.584 -4.523
H 3.233 3.837 -3.501
H 3.614 2.134 -3.216
H 0.589 5.712 -0.107
H -0.387 4.705 0.908
H 1.398 4.644 1.097
H -0.533 -0.225 0.652
H 0.629 -0.737 -0.616

=====

# 4
Here is 2 unconnected molecules or ions with the total composition C15H14NO5 in a non-equilibrium geometry from the Open Molecules 2025 dataset. Energies are from ωB97M-V/def2-TZVPD.

Output
Total charge   -1
Frontier orbital gap   7.2 eV
M   288.3 g mol⁻¹
Energy above the lowest of the compared OMol25 structures with the same formula, charge and spin   6.0 kcal/mol
DFT total energy   -27509.8795 eV

Geometry (Å):
C 3.628 1.179 -1.514
N 4.629 0.597 -1.715
C -0.964 4.172 3.715
O 0.082 4.238 2.727
C 0.036 3.402 1.660
C 1.106 3.515 0.735
C 1.257 2.565 -0.241
C 0.364 1.474 -0.355
C 0.639 0.466 -1.351
C 0.384 -0.863 -1.216
C 0.486 -1.713 -2.430
O 0.709 -1.278 -3.537
O 0.350 -3.069 -2.224
C -0.438 -3.451 -1.083
C -1.893 -3.047 -1.252
C -0.286 -4.963 -0.918
O 0.133 -2.876 0.114
C 0.346 -1.524 0.123
O 0.557 -0.960 1.173
C -0.772 1.443 0.495
C -0.946 2.394 1.485
H -0.702 4.974 4.401
H -1.950 4.361 3.268
H -0.959 3.207 4.239
H 1.820 4.324 0.872
H 2.121 2.550 -0.917
H 1.079 0.784 -2.294
H -2.013 -1.963 -1.377
H -2.297 -3.567 -2.129
H -2.447 -3.378 -0.367
H 0.770 -5.206 -0.782
H -0.847 -5.293 -0.041
H -0.671 -5.478 -1.801
H -1.512 0.650 0.369
H -1.796 2.333 2.170

=====

- energy above the lowest of the compared OMol25 structures with the same formula, charge and spin of number 2 (C15H14N2S)?
  0.0 kcal/mol

=====

- Which of these has the highest DFT total energy?
  C15H14NO5